[1]
Molecular formula: C4H5NO2
Method: DFT, wB97M-V/def2-TZVPD

Geometry as XYZ:
```
12
Properties=species:S:1:pos:R:3:nbo_charge:R:1
N 0.7356 1.4488 0.6487 -0.8093
C 0.3258 0.3385 -0.0591 0.0035
C -1.1762 0.0830 -0.5281 -0.4353
C -0.7505 -1.1567 0.0418 0.1588
O 0.2219 -1.8045 -0.6931 -0.5312
C 1.1893 -0.7872 -0.4237 0.7178
O 2.3623 -1.0081 -0.3911 -0.5484
H 0.4071 2.3702 0.4031 0.3875
H 1.0599 1.3484 1.5952 0.3883
H -1.8921 0.6060 0.1189 0.2314
H -1.3076 0.2324 -1.5932 0.2224
H -1.1608 -1.6890 0.8912 0.2144
```

Computed properties:
E_HOMO	-8.4848	eV
M	99.089	g mol⁻¹
energy above the lowest of the compared OMol25 structures with the same formula, charge and spin	2.778	eV
Kohn-Sham gap	9.30	eV
strongest force on any atom	0.029	Eh/bohr

[2]
Molecular formula: C4H5NO2
Method: DFT, wB97M-V/def2-TZVPD

Geometry as XYZ:
```
12
Properties=species:S:1:pos:R:3:nbo_charge:R:1
C -0.2710 1.2735 -0.5812 -0.6907
C -0.0578 -0.1860 -0.5062 0.5928
O 0.6822 -0.7592 -1.5111 -0.7004
O -1.5285 -0.6741 0.3151 -0.5345
C -0.2882 -1.1035 0.6795 -0.0682
C 0.3472 -0.6767 1.9222 0.2366
N 0.8406 -0.4669 2.9464 -0.3001
H 0.6489 1.8321 -0.7665 0.2215
H -0.7640 1.6352 0.3295 0.2611
H -0.9866 1.4710 -1.3878 0.2494
H 1.4075 -0.2042 -1.8428 0.5112
H -0.0302 -2.1412 0.4030 0.2213
```

Computed properties:
E_HOMO	-9.9126	eV
M	99.089	g mol⁻¹
energy above the lowest of the compared OMol25 structures with the same formula, charge and spin	3.493	eV
SMILES	C[C@]1(O)O[C@@H]1C#N
Kohn-Sham gap	10.08	eV
strongest force on any atom	0.056	Eh/bohr

[3]
Molecular formula: C4H5NO2
Method: DFT, wB97M-V/def2-TZVPD

Geometry as XYZ:
```
12
Properties=species:S:1:pos:R:3:nbo_charge:R:1
O 1.8415 1.5000 0.6088 -0.5262
C 1.8751 0.2869 0.5290 0.3363
C 0.7678 -0.5206 0.0357 0.3220
O 0.9455 -1.8526 -0.1611 -0.6579
N -0.4272 -0.0477 -0.1477 -0.2405
C -1.7031 -0.3434 -0.4185 -0.2479
C -1.3529 1.0640 -0.0649 -0.2070
H 2.7600 -0.3074 0.8303 0.1333
H 0.0872 -2.2784 0.0131 0.4844
H -2.0298 -0.7698 -1.3599 0.2083
H -1.1860 1.8487 -0.8036 0.1972
H -1.5781 1.4205 0.9391 0.1981
```

Computed properties:
E_HOMO (alpha / beta)	-7.5840 / -7.8158	eV
M	99.089	g mol⁻¹
energy above the lowest of the compared OMol25 structures with the same formula, charge and spin	4.444	eV
Kohn-Sham gap (alpha / beta)	7.25 / 7.54	eV
strongest force on any atom	0.008	Eh/bohr

| no. | DFT total energy (a.u.) |
| --- | --- |
| 1 | -360.56732 |
| 2 | -360.54106 |
| 3 | -360.50612 |